{
  "formula": "C26H59B2NO14S2",
  "method": "ωB97M-V with the def2-TZVPD basis set",
  "gap_ev": 9.07,
  "energy_ev": -81095.9231,
  "smiles": "C=C[C@]1(S)C(=O)O[C@](CNC)(B(O)O)[C@@]1(S)B(O)OCC.COCCOC.COCCOC.COCCOC.COCCOC",
  "max_force_ev_per_a": 1.03,
  "mol_weight_g_mol": 695.51,
  "charge": 0,
  "elements": ["C", "C", "C", "S", "C", "O", "O", "C", "C", "N", "C", "B", "O", "O", "C", "S", "B", "O", "O", "C", "C", "H", "H", "H", "H", "H", "H", "H", "H", "H", "H", "H", "H", "H", "H", "H", "H", "H", "H", "H", "C", "O", "C", "C", "O", "C", "H", "H", "H", "H", "H", "H", "H", "H", "H", "H", "C", "O", "C", "C", "O", "C", "H", "H", "H", "H", "H", "H", "H", "H", "H", "H", "C", "O", "C", "C", "O", "C", "H", "H", "H", "H", "H", "H", "H", "H", "H", "H", "C", "O", "C", "C", "O", "C", "H", "H", "H", "H", "H", "H", "H", "H", "H", "H"],
  "coordinates": [[-1.601, -2.852, 0.341], [-2.415, -3.235, -0.628], [-3.837, -2.709, -0.824], [-4.756, -2.717, 0.756], [-4.525, -3.653, -1.830], [-4.719, -4.812, -1.668], [-4.853, -2.994, -2.958], [-5.029, -1.562, -2.628], [-6.490, -1.384, -2.123], [-6.624, -0.908, -0.738], [-7.470, -1.791, 0.089], [-4.843, -0.748, -4.008], [-4.504, -1.372, -5.185], [-5.178, 0.581, -4.022], [-3.915, -1.354, -1.585], [-2.350, -1.158, -2.651], [-3.842, 0.027, -0.806], [-4.346, 1.207, -1.379], [-3.223, 0.039, 0.393], [-2.927, 1.262, 1.071], [-1.755, 2.010, 0.434], [-1.942, -2.229, 1.162], [-0.552, -3.127, 0.285], [-2.077, -3.980, -1.346], [-3.941, -3.587, 1.358], [-7.032, -2.325, -2.268], [-6.964, -0.657, -2.793], [-7.108, -0.019, -0.765], [-7.276, -1.597, 1.149], [-8.540, -1.636, -0.106], [-7.225, -2.836, -0.109], [-3.608, -1.188, -5.483], [-5.406, 0.913, -3.142], [-1.834, -0.072, -2.056], [-3.819, 1.488, -2.139], [-2.678, 0.975, 2.097], [-3.820, 1.891, 1.122], [-1.122, 1.324, -0.136], [-2.117, 2.802, -0.228], [-1.140, 2.483, 1.204], [0.964, -1.203, 4.741], [0.712, -1.965, 3.576], [1.542, -1.626, 2.479], [2.691, -2.594, 2.309], [3.593, -2.550, 3.400], [3.414, -3.599, 4.333], [0.449, -1.694, 5.566], [2.032, -1.151, 4.966], [0.571, -0.186, 4.636], [1.926, -0.605, 2.590], [0.920, -1.656, 1.579], [3.250, -2.320, 1.409], [2.304, -3.609, 2.169], [3.797, -4.545, 3.936], [2.362, -3.724, 4.601], [3.980, -3.338, 5.225], [-1.279, -9.996, -1.195], [-2.510, -9.357, -1.466], [-2.751, -8.216, -0.656], [-2.439, -6.922, -1.372], [-1.054, -6.798, -1.677], [-0.741, -7.122, -3.018], [-1.091, -10.696, -2.009], [-0.455, -9.281, -1.143], [-1.326, -10.556, -0.254], [-2.169, -8.279, 0.270], [-3.812, -8.219, -0.392], [-2.708, -6.090, -0.720], [-3.042, -6.838, -2.280], [-1.062, -6.326, -3.700], [-1.208, -8.060, -3.326], [0.342, -7.225, -3.084], [2.453, 2.972, 0.576], [1.307, 3.733, 0.241], [1.092, 4.845, 1.094], [1.566, 6.141, 0.473], [2.970, 6.157, 0.284], [3.375, 5.872, -1.042], [2.658, 2.308, -0.262], [3.324, 3.608, 0.748], [2.272, 2.365, 1.470], [1.588, 4.690, 2.058], [0.015, 4.919, 1.276], [1.314, 6.966, 1.146], [1.049, 6.310, -0.477], [3.194, 6.732, -1.695], [2.859, 4.999, -1.448], [4.445, 5.670, -1.013], [8.927, 8.525, -1.063], [7.622, 8.912, -0.677], [6.734, 7.824, -0.493], [6.562, 7.460, 0.966], [7.764, 6.973, 1.540], [8.464, 7.937, 2.303], [9.571, 9.396, -0.947], [9.309, 7.714, -0.438], [8.948, 8.209, -2.111], [7.076, 6.950, -1.060], [5.760, 8.125, -0.891], [5.812, 6.667, 1.045], [6.192, 8.327, 1.523], [7.967, 8.111, 3.263], [8.552, 8.887, 1.770], [9.460, 7.540, 2.490]],
  "forces_ev_per_angstrom": [[0.10, 0.04, -0.02], [-0.23, -0.06, 0.15], [0.28, -0.29, -0.27], [0.29, 0.06, 0.21], [0.09, 0.67, 0.07], [-0.07, -0.87, -0.03], [-0.28, 0.29, 0.32], [-0.16, -0.94, -0.39], [-0.10, 0.54, 0.06], [-0.35, -0.40, -0.02], [-0.25, 0.16, -0.02], [0.10, 0.25, -0.04], [0.17, -0.01, 0.35], [0.16, -0.10, 0.01], [0.74, 0.48, -0.28], [-0.31, 0.09, -0.17], [-0.67, -0.20, 0.35], [0.37, -0.01, -0.05], [-0.05, 0.15, -0.27], [0.16, 0.08, 0.37], [-0.28, 0.17, 0.04], [0.17, 0.17, -0.17], [-0.18, -0.26, 0.30], [0.04, 0.37, -0.17], [0.02, -0.12, -0.04], [0.21, 0.04, 0.00], [-0.11, -0.16, 0.10], [0.36, 0.12, 0.07], [-0.08, -0.04, -0.16], [0.07, -0.05, -0.02], [-0.11, 0.20, 0.06], [-0.18, 0.06, -0.15], [-0.03, -0.06, -0.09], [0.08, -0.08, 0.13], [-0.13, 0.01, 0.06], [-0.03, -0.07, -0.17], [0.07, -0.08, -0.10], [-0.01, 0.07, 0.14], [0.14, -0.17, -0.04], [0.00, -0.05, -0.13], [-0.01, -0.01, 0.00], [0.04, -0.03, 0.02], [-0.14, 0.02, -0.03], [0.11, 0.00, -0.04], [-0.05, 0.03, 0.05], [0.01, 0.01, -0.01], [-0.02, 0.01, -0.01], [0.00, 0.00, 0.01], [0.03, 0.01, -0.01], [0.02, -0.01, 0.01], [0.03, 0.03, -0.01], [-0.02, -0.01, -0.01], [-0.01, 0.00, 0.01], [-0.03, -0.01, -0.01], [0.00, 0.00, 0.01], [0.02, -0.01, -0.01], [0.00, 0.00, -0.01], [0.04, 0.04, -0.04], [-0.06, -0.09, -0.01], [0.12, 0.04, 0.04], [-0.02, -0.03, 0.01], [0.01, 0.00, 0.00], [-0.02, -0.02, 0.01], [0.00, -0.01, 0.00], [0.01, 0.02, 0.01], [0.00, 0.01, 0.00], [0.00, 0.01, 0.01], [-0.04, -0.02, 0.01], [-0.01, 0.00, 0.00], [-0.03, -0.02, -0.01], [0.01, 0.00, 0.00], [0.00, 0.03, 0.00], [-0.02, -0.02, -0.01], [0.04, 0.03, -0.02], [-0.09, -0.08, -0.01], [0.04, 0.09, 0.02], [0.03, -0.08, 0.02], [0.03, 0.05, 0.01], [-0.02, -0.01, 0.01], [0.00, 0.00, 0.00], [0.01, 0.02, 0.02], [0.01, 0.01, 0.00], [0.01, 0.01, 0.02], [-0.01, 0.00, -0.01], [0.00, -0.01, 0.00], [-0.01, -0.02, -0.03], [-0.01, -0.01, 0.02], [0.00, 0.02, -0.02], [0.00, 0.01, 0.00], [0.03, -0.02, 0.06], [-0.08, 0.10, -0.05], [-0.02, -0.12, 0.05], [0.04, 0.03, -0.05], [0.00, -0.01, 0.00], [-0.01, 0.01, -0.02], [0.01, 0.00, 0.00], [0.00, -0.03, 0.01], [0.01, -0.01, 0.01], [0.00, -0.02, -0.01], [-0.03, 0.03, 0.00], [0.01, 0.01, 0.00], [-0.01, 0.03, -0.01], [0.01, 0.00, 0.00], [-0.01, -0.01, 0.02]]
}